(1)
C17H16Cl2Pr as an isolated structure, computed with ωB97M-V/def2-TZVPD.

```
36
Properties=species:S:1:pos:R:3:forces:R:3
C 2.454 2.579 -2.422 -0.5 -0.2 0.0
C 1.358 3.179 -1.708 0.2 0.2 -1.0
C 0.166 2.489 -2.064 0.5 0.0 -0.4
H 1.375 4.093 -1.111 0.2 -0.4 -0.1
C 0.512 1.398 -2.902 0.5 0.5 -0.4
C 1.933 1.436 -3.128 -0.3 0.7 -0.1
H 2.498 0.780 -3.802 -0.3 0.3 0.4
H 3.493 2.949 -2.448 -0.7 -0.4 0.1
H -0.851 2.839 -1.885 0.3 -0.5 0.5
H -0.225 0.769 -3.408 0.5 0.0 0.4
Pr 1.811 0.815 -0.553 -1.6 -1.2 0.6
Cl 2.557 1.857 1.630 0.4 0.2 0.5
C -2.679 0.555 1.632 0.0 0.4 -0.4
C -3.091 0.279 0.291 0.2 0.9 0.4
C -3.145 1.521 -0.418 0.4 -0.2 0.8
H -3.384 -0.691 -0.097 0.1 0.1 0.0
C -2.766 2.560 0.486 0.1 -0.7 0.3
C -2.473 1.966 1.757 -0.3 -0.5 -0.9
H -2.164 2.492 2.660 -0.1 -0.1 -0.2
H -2.548 -0.190 2.428 -0.1 0.3 -0.4
H -3.355 1.642 -1.480 -0.1 0.0 0.2
H -2.717 3.626 0.253 0.0 -0.3 0.1
Cl -1.622 -3.137 -0.259 -0.6 -0.3 -0.2
C -0.301 -3.044 0.822 1.3 0.5 0.4
C -0.269 -3.812 1.974 0.5 0.2 0.1
C 0.823 -3.704 2.849 0.0 0.2 -0.3
C 1.844 -2.794 2.581 0.2 -0.2 0.1
C 1.857 -2.056 1.406 -0.8 -0.5 -0.7
C 0.815 -2.232 0.440 0.3 -0.4 0.5
C 0.953 -1.682 -0.888 0.6 2.0 -0.5
H -1.053 -4.535 2.167 -0.1 0.2 0.0
H 0.888 -4.350 3.718 -0.1 0.1 0.0
H 2.685 -2.699 3.264 -0.2 0.0 0.0
H 2.719 -1.404 1.164 -0.5 -0.4 0.2
H 1.844 -1.980 -1.469 -0.4 -0.2 0.2
H 0.058 -1.515 -1.483 0.1 -0.6 -0.1
```
Forces are in eV/Å.

The HOMO energy (spin up / spin down) comes out at -2.72 / -2.72 eV. As for the multiplicity: 3. Its molar mass is 432.1 g mol⁻¹. Its net charge is -1. Its total energy is -2094.79583 Eh.

***

(2)
C17H16Cl3F2N2O2OsPS2 as an isolated structure, computed with ωB97M-V/def2-TZVPD.

```
46
Properties=species:S:1:pos:R:3:forces:R:3
Os 0.042 -0.531 -0.306 1.6 -0.4 2.3
F 5.097 -0.930 -1.886 0.1 0.0 0.0
C 4.274 -0.896 -0.837 -0.2 -0.2 0.1
C 2.916 -1.084 -1.040 0.2 -0.2 0.0
C 2.051 -1.027 0.043 -0.5 1.0 -1.0
C 2.547 -0.828 1.341 0.0 -0.1 0.2
C 3.918 -0.630 1.488 -0.1 -0.2 -0.2
F 4.445 -0.361 2.691 0.0 -0.1 0.1
C 4.796 -0.668 0.421 0.1 0.0 -0.1
C 1.559 -0.800 2.428 0.3 0.1 0.1
C 1.858 -0.872 3.786 -0.2 0.0 0.0
C 0.834 -0.783 4.714 0.0 0.0 -0.1
C -0.478 -0.680 4.280 0.1 0.0 -0.1
C -0.712 -0.661 2.918 -0.5 0.1 0.1
N 0.274 -0.702 2.028 -0.2 0.2 -2.0
H 2.561 -1.275 -2.046 0.0 0.1 0.0
H 5.857 -0.529 0.568 0.0 0.0 0.0
H 2.876 -0.995 4.112 0.0 0.1 0.0
H 1.062 -0.798 5.772 0.0 0.0 0.0
H -1.302 -0.608 4.974 0.0 0.0 0.0
H -1.720 -0.598 2.527 0.1 0.1 -0.1
C -2.963 4.510 0.852 0.1 -0.1 -0.1
C -3.072 3.825 -0.490 0.1 0.1 0.0
O -2.999 2.386 -0.290 -0.1 0.2 0.1
P -1.999 1.404 -0.969 -0.7 -0.4 0.1
S -2.426 -0.424 -0.226 0.3 0.9 -0.7
S -0.017 1.877 -0.675 -0.5 -1.9 0.5
O -2.318 1.543 -2.511 0.1 0.1 0.2
C -1.493 0.955 -3.543 0.1 0.0 -0.2
C -2.199 1.113 -4.869 0.0 0.0 0.2
H -3.004 5.590 0.711 0.0 0.0 0.0
H -2.018 4.263 1.335 0.0 0.0 0.0
H -3.781 4.204 1.503 0.0 0.0 0.0
H -2.278 4.140 -1.170 0.0 0.0 0.0
H -4.035 4.013 -0.959 0.0 0.0 -0.1
H -1.332 -0.102 -3.309 -0.1 0.0 0.0
H -0.531 1.468 -3.550 0.0 0.0 0.1
H -3.179 0.639 -4.841 0.0 0.0 0.0
H -1.598 0.637 -5.643 0.0 0.0 0.0
H -2.325 2.165 -5.117 0.0 0.0 0.0
Cl -0.267 -6.198 -1.872 0.0 0.3 0.1
C 0.171 -5.039 -0.611 0.3 -1.0 0.2
Cl 1.896 -5.191 -0.202 -0.2 0.1 0.0
Cl -0.829 -5.287 0.835 0.1 0.1 -0.2
C -0.031 -3.675 -1.065 0.0 0.2 -0.1
N -0.127 -2.560 -1.301 -0.1 0.7 0.6
```
Forces are in eV/Å.

The HOMO energy (spin up / spin down) comes out at -11.39 / -11.19 eV. As for the multiplicity: 2. Its molar mass is 710.0 g mol⁻¹. Its net charge is +1. Its total energy is -3725.89619 Eh.

***

(3)
One molecule with the formula C17H16N2O3S, computed with ωB97M-V/def2-TZVPD.

```
39
Properties=species:S:1:pos:R:3:forces:R:3
C -6.492 0.983 1.974 -0.1 0.1 0.1
H -7.196 0.287 2.425 0.0 0.1 0.0
O -5.447 0.208 1.447 0.3 -0.2 -0.2
C -4.457 0.986 0.824 -0.1 0.2 0.1
C -3.362 0.116 0.280 0.1 -0.1 -0.1
C -3.349 -1.254 0.469 0.0 0.2 0.0
C -2.307 -2.010 -0.066 -0.3 0.2 0.1
N -1.320 -1.453 -0.753 0.1 -0.1 -0.1
C -1.302 -0.148 -0.926 -0.1 0.1 0.0
C -2.308 0.702 -0.437 0.0 -1.2 0.2
C -2.259 2.092 -0.652 0.0 0.5 -0.1
N -2.234 3.227 -0.815 0.0 0.4 -0.1
S 0.033 0.541 -1.841 0.3 0.1 -0.3
C 1.157 -0.897 -1.904 -0.2 0.3 0.2
C 2.026 -0.836 -0.668 -0.7 -0.4 0.1
O 1.726 -1.291 0.400 0.1 0.1 -0.1
O 3.145 -0.155 -0.943 0.6 0.3 -0.2
C 4.106 0.098 0.033 0.2 0.1 0.3
C 4.698 1.354 0.003 -0.3 -0.2 -0.1
C 5.696 1.658 0.910 0.0 0.0 0.0
C 6.098 0.716 1.843 0.1 0.0 0.1
C 5.504 -0.534 1.863 0.0 0.0 0.0
C 4.507 -0.854 0.957 -0.1 -0.1 -0.2
H 4.045 -1.828 0.972 0.0 0.0 0.0
H 5.818 -1.271 2.586 0.0 -0.1 0.1
H 6.876 0.956 2.553 0.1 0.0 0.1
H 6.157 2.634 0.890 0.0 0.1 0.0
H 4.367 2.073 -0.730 0.0 0.1 -0.1
H 0.525 -1.784 -1.893 0.2 0.0 0.0
H 1.745 -0.799 -2.812 0.0 0.0 0.0
C -2.246 -3.490 0.112 0.0 0.0 0.0
H -1.432 -3.901 -0.476 0.0 0.0 0.0
H -3.186 -3.949 -0.187 -0.1 -0.1 0.0
H -2.075 -3.725 1.162 0.0 -0.1 0.1
H -4.145 -1.721 1.025 -0.1 -0.1 0.1
H -4.893 1.579 0.001 0.1 -0.1 0.1
H -4.024 1.705 1.541 -0.1 -0.1 -0.1
H -6.126 1.680 2.737 0.0 0.0 0.0
H -6.998 1.557 1.187 0.0 0.0 0.0
```
Forces are in eV/Å.

The HOMO energy comes out at -8.70 eV. As for the multiplicity: 1. Its molar mass is 328.4 g mol⁻¹. Its SMILES is COCc1cc(C)nc(SCC(=O)Oc2ccccc2)c1C#N. Its total energy is -1390.82212 Eh.

***

(4)
One molecule with the formula C17H16N2O3S, computed with ωB97M-V/def2-TZVPD.

```
39
Properties=species:S:1:pos:R:3:forces:R:3
O -1.434 -1.013 1.763 -0.1 -0.2 4.7
O 1.127 -1.658 3.856 1.1 -1.4 -2.4
O 2.461 -1.611 2.119 0.8 -0.6 -1.8
S 0.874 -4.825 1.958 0.8 0.1 0.0
C -0.758 -1.442 0.881 -2.1 -0.5 -1.2
C 1.451 -2.136 2.736 -2.7 2.0 5.0
C -3.935 3.431 -1.431 -0.8 0.7 0.3
C -3.242 2.981 -0.291 -1.0 2.6 2.1
C -3.647 2.904 -2.640 1.7 -2.0 -1.9
C 1.533 0.743 -3.381 -2.4 2.8 0.2
C 1.762 -0.464 -2.807 1.9 -0.5 0.2
C -2.158 2.167 -0.283 -0.2 -0.4 -4.6
C -2.571 1.934 -2.705 0.6 0.6 0.2
C 0.410 1.426 -2.828 0.1 -1.6 -0.1
C 1.053 -0.827 -1.719 -2.2 -1.5 2.4
C -1.735 1.644 -1.586 -3.1 1.8 0.4
C -0.519 0.932 -1.843 2.6 1.1 -1.9
C -0.141 -0.202 -1.225 -0.1 -2.5 0.7
N -1.119 -0.756 -0.246 6.1 -2.0 -4.8
N -0.075 -2.670 0.880 1.0 1.7 -1.7
C 0.464 -3.085 2.160 -3.0 -1.0 -0.1
C -0.470 -4.999 0.756 0.6 -0.5 2.3
C -0.618 -3.726 0.040 2.6 -0.6 -1.1
H 2.694 -0.895 2.713 0.5 0.5 0.3
H -4.669 4.259 -1.477 0.4 -0.7 0.9
H -3.419 3.529 0.695 -0.1 -0.9 -1.4
H -4.146 3.217 -3.597 0.5 -0.3 1.2
H 2.094 1.260 -4.180 -0.3 -0.7 0.6
H 2.615 -1.089 -3.049 -0.1 0.1 -0.3
H -1.559 2.202 0.549 1.4 -0.7 1.9
H -2.216 1.511 -3.676 -0.6 0.5 0.8
H 0.130 2.339 -3.235 -0.3 1.7 -0.8
H 1.385 -1.717 -1.218 -0.1 -0.4 0.2
H -1.814 -0.143 -0.033 -2.1 2.0 0.7
H -0.479 -3.068 2.784 1.6 0.2 0.4
H -1.353 -5.208 1.297 -1.0 -0.6 0.7
H -0.153 -5.846 0.215 -0.1 -0.8 -1.1
H -1.617 -3.620 -0.187 -2.2 0.8 -0.5
H -0.093 -3.958 -0.892 0.2 1.2 -0.3
```
Forces are in eV/Å.

The HOMO energy comes out at -8.54 eV. As for the multiplicity: 1. Its molar mass is 328.4 g mol⁻¹. Its SMILES is O=C(O)[C@@H]1SCCN1C(=O)Nc1ccccc1-c1ccccc1. Its total energy is -1390.74662 Eh.